# 1
Entry from OMol25: a 9-piece molecular cluster, C41H48F24N4O9S2 overall in a non-equilibrium geometry (ωB97M-V/def2-TZVPD).

Total charge   0
Kohn-Sham gap   9.6 eV
SMILES   FC(F)C(F)(F)COC(F)(F)C(F)F.FC(F)C(F)(F)COC(F)(F)C(F)F.FC(F)C(F)(F)COC(F)(F)C(F)F.CCOS(C)(=O)=O.CCOS(C)(=O)=O.c1ccncc1.c1ccncc1.c1ccncc1.c1ccncc1

Element x y z (Å)
H 6.93651 4.26253 -0.92827
C -2.29532 -2.82526 -4.66247
O -1.25099 -2.32292 -6.93992
H 1.68343 -1.94161 0.23696
C -7.60297 0.56042 -0.06100
H 4.30985 7.60565 -1.02870
H 1.63461 7.89479 1.96254
C 0.90150 7.35254 2.55971
F 1.46560 5.39990 1.48707
C 0.32178 -9.61990 -1.23818
C 1.19867 -1.06214 -0.16043
H -0.48854 -1.63515 -5.04703
C -1.18248 6.06107 -4.69246
H 2.15379 -2.79327 6.14799
H -8.84429 2.68081 -0.91610
H -8.36219 -1.86543 2.24139
C 4.81312 -3.79061 4.30538
F -1.28144 -0.10629 -6.98579
C -0.30456 -8.38122 -1.17582
C 0.44903 -7.36766 -0.49965
F -9.40978 -1.83799 0.60276
C 3.00023 4.27859 3.42268
H 2.15687 3.59698 3.53337
H 3.46906 -3.90176 7.90553
F -6.54369 -2.10355 -0.56713
H -1.80150 0.55292 -0.12832
F -6.04346 -2.34115 1.36779
C 5.93039 7.72034 0.35659
H -1.96711 6.76882 -4.95994
H -1.25344 -8.17967 -1.65058
H 0.86132 10.18395 -5.47557
C -6.92349 -1.67095 0.63266
H -2.07376 -0.93829 -9.17818
H -2.04057 -7.91301 2.56450
H 2.02492 -8.67124 3.93434
H 7.70046 7.60738 1.48779
C 3.05237 -3.33634 5.89493
H -0.82367 -1.65788 0.38908
H -0.31617 -3.30467 -5.39363
C 5.19635 7.11729 -0.65188
H -2.75446 -8.62275 4.08987
C 7.05856 7.02868 0.84013
H 5.03242 5.39806 -1.89654
O -1.10753 -6.86773 5.91267
H 1.09592 10.57289 -3.76756
C -1.02149 -2.47875 -5.48567
C 2.28452 -8.82708 -0.30052
F -2.52984 -4.97648 -5.61431
C -8.24291 -2.21455 1.21572
C -0.68276 9.38385 -4.15239
H -0.03267 -6.43020 -0.26399
C 1.77926 -7.58354 -0.10196
C -7.80717 2.66331 -1.25104
S 0.36669 7.01399 -4.83221
H -1.45074 9.16692 -4.89486
C -2.42253 -7.72524 3.56797
C -6.93113 1.90937 -0.31817
C 5.52693 -4.34258 5.38299
H -0.20381 -10.40031 -1.76839
H 3.30363 -9.08563 -0.05361
H -0.33289 2.39494 -0.91233
F 4.89075 4.87317 4.59200
F -4.34042 -4.17460 -4.73644
C -0.21026 -0.86525 -0.01326
O -0.01826 -8.32402 4.15701
F 4.13881 3.60669 6.86781
H 0.83642 -7.94060 6.67802
H 1.32662 -9.60720 6.33316
C 6.64916 5.25183 -0.60406
H 2.45055 -8.34240 6.51563
H 2.65107 4.60377 6.18925
F -2.02849 -3.34084 -3.43075
F -0.32911 7.47644 2.05818
C 1.43262 1.13307 -0.93850
H 3.52084 4.11368 2.47934
C 1.36558 -8.13275 4.61507
H -1.25245 5.74436 -3.65185
F -7.94677 2.05010 -2.42968
F -5.74187 1.68231 -0.92686
C 1.48460 -8.56347 6.06157
H 6.47403 -4.81711 5.17275
F 2.34244 2.82419 5.79978
S -0.99379 -6.96237 4.45578
O 2.51084 5.64245 3.43435
H 5.20803 -3.61927 3.31488
O 0.48922 7.54798 -6.21367
C 3.26034 3.76299 5.85760
C -0.75723 0.37483 -0.33846
N 1.57313 -9.85340 -0.89838
F -8.20741 -3.57589 1.22020
H -1.25715 9.78230 -3.31608
C -1.01321 -1.14887 -9.04040
H 2.37548 -6.85558 0.42812
C 3.49951 -3.34860 4.55094
C 3.84988 -3.89317 6.89494
N 5.08645 -4.44031 6.66047
H -7.78224 0.06852 -1.01702
F -0.76092 -2.29976 -9.72442
C 3.96692 3.91702 4.51902
H 1.65517 -7.08344 4.55852
C 0.06894 1.39785 -0.80862
C -3.23043 -3.81918 -5.35243
H 5.63638 8.68035 0.75453
C 1.31107 5.87218 2.76190
F 0.83595 8.03179 3.71803
F 0.64806 -1.09701 -7.24041
H -3.57311 -3.40133 -6.29903
H 2.11729 1.90157 -1.26567
N 1.99811 -0.09703 -0.59894
H -8.59253 0.62215 0.39184
F -6.72577 2.53721 0.80916
N 7.48251 5.86004 0.28361
H -3.24754 -7.01394 3.60687
F -7.24623 3.86697 -1.41706
C 0.34646 10.41659 -4.54343
C -0.63767 -1.18271 -7.58412
O -6.73147 -0.26628 0.74344
F -0.52028 -0.12674 -9.71704
O -0.54720 -5.81071 3.65700
F -2.84840 -1.61370 -4.53761
F 0.30965 5.15012 3.23825
O 0.02427 8.23119 -3.68887
H -1.09290 5.13296 -5.25699
H 2.96015 -2.75398 3.82849
H -0.07479 11.40458 -4.72922
O 1.35307 6.10623 -4.22916
F 4.67317 2.80220 4.30125
C 5.52596 5.84867 -1.04816

---

# 2
Entry from OMol25: one molecule with the formula C41H48N2O5 in a non-equilibrium geometry (ωB97M-V/def2-TZVPD).

Energy relative to the best compared isomer or geometry (same formula, charge and spin)   0.0 kcal per mole
Total charge   0
Kohn-Sham gap   7.8 eV

Element x y z (Å)
H -2.11940 8.40121 -4.08895
H -2.28491 -2.37593 1.44141
H 4.25469 -0.89803 -4.69934
H 6.00079 -1.66215 2.53044
C 0.97802 -2.55303 -0.49456
C -3.06417 3.28693 1.17303
H -0.45672 -4.33815 -1.46654
H 0.58460 1.56424 1.68810
H -0.75612 4.95382 -6.29721
C 0.18495 -2.87132 3.78982
H -0.82071 3.59097 -4.21869
C 2.44960 -0.25281 -1.32015
H -1.18942 -4.50644 3.44793
H -6.00348 -0.18452 1.76870
H 5.55772 -0.85299 -2.55852
C -1.73695 2.82247 1.76205
O -3.90337 4.00675 1.70354
C -1.43410 6.76540 -5.33110
H -2.75475 -2.34643 -1.12413
H -4.77284 -2.29294 1.18965
C 3.12691 -2.37675 0.72696
H 2.42866 -4.37924 0.44170
H -1.12222 3.70760 1.98132
H -0.39436 -0.27511 -0.56364
H -5.14273 3.31828 -0.27100
C -2.83817 0.77523 2.58723
H -1.41734 7.36033 -6.24507
N -1.13042 2.09745 0.64877
H -1.09553 -0.47169 2.51043
H 0.17105 -1.85845 4.20352
C 3.03501 -3.82923 1.16956
C -1.12425 -3.56711 4.00596
C -1.36318 3.08033 -1.67765
H 3.57248 -2.36321 -0.27339
C -1.85893 6.58841 -2.95092
H -2.59061 2.60288 3.69646
O -0.35797 -2.52158 -0.49031
H -2.16301 7.03440 -2.00268
O 1.14857 -0.68860 2.67938
C 1.71971 -0.26943 -2.51111
H -4.13416 3.52911 -1.73830
C -2.36983 -3.33149 -1.40113
H -2.64384 -4.03678 -0.61074
C -4.23830 -1.42669 1.58610
H 1.04320 -3.42432 4.19358
H 5.96723 -2.08479 0.82157
C -1.65145 4.39940 -1.76408
C -1.09643 4.64694 -4.19219
H 2.31206 0.30416 0.76751
C -1.50672 5.21607 -2.96368
C 4.40887 -4.49573 1.27170
C -4.92471 -0.25335 1.92008
C -1.06706 5.41331 -5.35713
C -2.17206 -0.41587 2.31478
C 1.06954 -1.67956 1.96078
C -2.85038 -1.49256 1.75087
H 2.51359 -3.87149 2.13623
H 0.63334 -0.13783 -2.48414
H -1.24448 -3.78774 5.06979
H -4.68416 1.90582 -1.26275
C 5.43156 -2.21286 1.77402
H -1.94960 -2.90875 3.70833
C 3.75286 -0.70007 -3.75623
C 4.04509 -1.57579 1.64927
H 4.44834 0.04471 -0.50452
C -4.22861 0.84221 2.43273
H 5.14893 -3.82991 3.19342
H -4.75289 1.76370 2.69516
C -0.02380 1.31967 0.80642
H -2.05903 1.17517 -1.02091
C 2.37936 -0.46577 -3.72983
H -2.04289 4.92557 -0.88115
C 1.73559 -0.30700 0.05338
H -2.86168 -3.66092 -2.31987
H -0.66115 2.58348 -2.35571
C -1.83160 7.34970 -4.11725
H -1.08650 1.68168 3.48226
H -0.56505 -2.90359 -2.53823
C -2.02359 1.97499 2.99885
H 3.56574 -1.47581 2.63557
C 4.49145 -0.61451 -2.57298
O 1.57289 -3.21169 -1.33910
H 4.81803 -4.61797 0.25700
N -3.17974 2.70036 -0.06214
H 4.27596 -5.49954 1.69116
C 3.85534 -0.23482 -1.38744
O 0.40522 -2.78011 2.33959
C 1.71398 -1.70359 0.56472
H 1.79027 -0.47633 -4.64860
H 4.15955 -0.55029 1.27436
C 0.34152 0.26683 0.03738
C 5.40290 -3.70278 2.12988
C -1.92119 2.18475 -0.59729
H 6.40510 -4.12475 1.99032
C -0.88289 -3.33370 -1.57824
C -4.35082 2.87955 -0.88421

---

Among the records above, which one has the lowest Kohn-Sham gap?
C41H48N2O5

---

Which of these has the lowest Kohn-Sham gap?
C41H48N2O5